2 unconnected molecules or ions with the total composition C4H10FNO at a distorted geometry, computed with the ωB97M-V functional and the def2-TZVPD basis.

The geometry in XYZ format:
```
17
Properties=species:S:1:pos:R:3:mulliken_charge:R:1
C -0.1001 1.8679 -1.2827 -1.682
C 0.2522 -1.7385 2.1016 -1.012
C -0.5653 0.8117 -0.3513 0.548
C 0.3260 -0.3918 -0.2975 0.179
N 0.0135 -1.3356 -1.2736 -0.564
O -0.7302 1.2553 1.0202 -0.535
F 1.6552 -0.0417 -0.1232 -0.303
H -0.6265 2.6977 -1.1509 0.547
H -0.2753 1.5483 -2.3564 0.364
H 0.9127 2.1486 -1.2504 0.385
H 1.2637 -1.9940 2.1175 0.330
H -0.0322 -0.9812 2.6419 0.314
H -0.4845 -2.5076 2.2033 0.351
H -1.5875 0.4478 -0.6413 0.198
H -0.7805 -1.8728 -0.7900 0.297
H 0.7671 -1.8390 -1.6821 0.241
H -0.0083 1.9250 1.1149 0.344
```

Computed properties:
Energy relative to the best compared isomer or geometry (same formula, charge and spin), kJ/mol: 456.9
E_tot, eV: -10560.6440
Strongest force on any atom, eV/Å: 5.40
Frontier orbital gap (alpha / beta), eV: 7.938 / 9.203
Total charge: 0

---

A molecular structure, C4H10IN at a distorted geometry, computed with the ωB97M-V functional and the def2-TZVPD basis.

The geometry in XYZ format:
```
16
Properties=species:S:1:pos:R:3:mulliken_charge:R:1
C -1.0551 -1.7742 -0.2726 -1.109
C 0.2134 1.7560 0.1022 -1.315
C -1.0023 -0.2742 0.1059 -0.511
C 0.1606 0.4249 -0.3263 0.342
N 1.5330 -0.5163 0.5839 -0.713
I 3.4520 -0.1811 -0.0734 0.039
H -0.6348 -2.4636 0.4298 0.370
H -2.0471 -1.8950 -0.6948 0.335
H -0.4030 -1.9626 -1.1561 0.256
H -0.2593 1.9033 1.1546 0.273
H 1.2422 1.9752 0.0636 0.362
H -0.2278 2.5154 -0.5627 0.383
H -1.8241 0.2614 -0.4057 0.327
H -0.9994 -0.2510 1.1456 0.319
H 0.3265 0.3025 -1.4383 0.300
H 1.5253 0.1792 1.3441 0.343
```

Computed properties:
Energy relative to the best compared isomer or geometry (same formula, charge and spin), kJ/mol: 108.0
E_tot, eV: -13898.1805
Strongest force on any atom, eV/Å: 5.27
Frontier orbital gap, eV: 8.923
Total charge: 0